# 1
2 unconnected molecules or ions with the total composition C2H6BClO2. Source: the OMol25 dataset; level of theory: ωB97M-V/def2-TZVPD.

```
12
Properties=species:S:1:pos:R:3:nbo_charge:R:1
B -0.097 -1.235 -0.102 1.07
C -0.348 1.452 -0.327 -0.68
C -0.915 0.160 0.070 -0.35
O 1.211 -1.173 -0.354 -0.88
O -0.823 -2.380 0.054 -0.86
Cl -2.595 -0.041 -0.053 0.03
H 0.084 1.279 -1.379 0.21
H 0.444 1.884 0.333 0.24
H -1.127 2.163 -0.236 0.23
H -0.879 0.478 1.943 0.02
H 1.646 -1.956 -0.672 0.50
H -0.425 -3.112 -0.288 0.48
```

Computed properties:
LUMO (alpha / beta) (eV): -0.1 / -0.1
Frontier orbital gap (alpha / beta) (eV): 8.52 / 8.52
Highest occupied orbital energy (alpha / beta) (eV): -8.599 / -8.600



# 2
12 unconnected molecules or ions with the total composition C39H92ClO13P. Source: the OMol25 dataset; level of theory: ωB97M-V/def2-TZVPD.

```
146
Properties=species:S:1:pos:R:3:lowdin_charge:R:1
C -0.168 -3.623 2.828 -0.10
C 0.350 -3.442 1.358 -0.23
C -0.621 -2.638 0.448 -0.20
C -0.184 -1.205 0.135 -0.20
C 0.013 -0.321 1.399 -0.16
C 1.532 -0.107 1.580 -0.20
C 1.865 0.879 2.685 -0.18
C 3.367 1.286 2.674 -0.13
C 4.181 0.058 2.424 -0.22
C 5.022 -0.128 1.440 -0.52
Cl 5.327 1.102 0.264 0.76
C 5.730 -1.425 1.284 -0.41
O 6.648 -1.542 0.540 0.11
C 5.250 -2.602 2.050 0.01
C 4.406 -2.453 3.043 -0.28
P 3.800 -3.905 4.006 0.97
C 3.955 -5.427 2.965 -0.28
C 5.123 -4.136 5.303 -0.42
C 5.151 -2.876 6.188 -0.17
C 3.959 -1.062 3.384 -0.39
O 3.402 -0.887 4.409 0.12
H -0.079 -4.679 3.075 0.06
H -1.230 -3.357 2.882 0.05
H 0.424 -3.066 3.553 0.05
H 1.379 -3.083 1.323 0.08
H 0.369 -4.453 0.952 0.09
H -1.627 -2.715 0.865 0.09
H -0.653 -3.162 -0.511 0.10
H 0.770 -1.252 -0.405 0.09
H -0.918 -0.725 -0.511 0.08
H -0.421 0.663 1.232 0.10
H -0.397 -0.802 2.287 0.11
H 1.954 -1.100 1.730 0.10
H 1.876 0.334 0.641 0.12
H 1.267 1.783 2.558 0.10
H 1.620 0.518 3.683 0.11
H 3.654 1.804 3.586 0.12
H 3.478 1.954 1.826 0.08
H 5.614 -3.571 1.752 0.11
H 4.142 -6.250 3.654 0.03
H 3.016 -5.639 2.468 0.02
H 4.792 -5.420 2.265 0.03
H 6.090 -4.241 4.800 0.07
H 4.945 -5.047 5.871 0.07
H 4.129 -2.680 6.503 0.06
H 5.823 -2.993 7.034 0.07
H 5.478 -2.038 5.581 0.05
C 0.927 -1.502 -4.897 -0.09
C 1.298 -0.738 -3.641 -0.31
O 1.874 -1.602 -2.660 -0.10
H 0.223 -2.302 -4.661 0.08
H 0.475 -0.843 -5.646 0.04
H 1.814 -1.971 -5.335 0.07
H 0.412 -0.288 -3.191 0.10
H 2.010 0.060 -3.874 0.11
H 2.662 -1.998 -3.048 0.08
C 0.110 1.340 -9.319 -0.09
C 0.155 0.007 -8.592 -0.31
O -0.324 0.133 -7.260 -0.12
H 0.710 2.081 -8.789 0.08
H 0.489 1.245 -10.338 0.07
H -0.912 1.721 -9.360 0.06
H 1.180 -0.361 -8.535 0.11
H -0.451 -0.739 -9.120 0.11
H -1.243 0.448 -7.304 0.04
C -4.054 -1.416 4.456 -0.09
C -4.205 -1.551 2.953 -0.32
O -3.941 -2.886 2.531 -0.10
H -3.047 -1.702 4.763 0.07
H -4.241 -0.392 4.782 0.08
H -4.749 -2.079 4.978 0.07
H -3.494 -0.905 2.438 0.10
H -5.216 -1.271 2.639 0.11
H -4.576 -3.462 2.971 0.08
C -4.929 1.028 -6.149 -0.09
C -3.971 1.789 -7.041 -0.28
O -2.988 0.909 -7.596 -0.10
H -4.387 0.534 -5.341 0.07
H -5.675 1.697 -5.718 0.08
H -5.446 0.249 -6.712 0.07
H -3.439 2.552 -6.473 0.12
H -4.507 2.279 -7.858 0.10
H -3.451 0.237 -8.110 0.10
C 0.125 4.993 -0.572 -0.09
C 0.181 3.653 0.138 -0.32
O -0.365 3.760 1.451 -0.09
H 0.677 5.745 -0.007 0.08
H 0.548 4.925 -1.575 0.07
H -0.907 5.343 -0.652 0.07
H 1.212 3.313 0.237 0.11
H -0.378 2.893 -0.419 0.10
H -1.280 4.048 1.359 0.08
C -7.480 2.415 -9.726 -0.09
C -7.448 1.085 -8.993 -0.32
O -7.912 1.225 -7.657 -0.10
H -6.866 3.151 -9.205 0.07
H -7.113 2.311 -10.748 0.07
H -8.498 2.810 -9.760 0.07
H -6.427 0.703 -8.944 0.09
H -8.068 0.346 -9.513 0.11
H -8.819 1.557 -7.688 0.05
C -2.561 -3.164 7.888 -0.09
C -2.507 -1.722 8.360 -0.32
O -3.602 -0.970 7.842 -0.09
H -2.544 -3.208 6.798 0.06
H -1.715 -3.735 8.275 0.07
H -3.486 -3.644 8.218 0.07
H -1.594 -1.241 8.013 0.11
H -2.528 -1.674 9.454 0.11
H -4.414 -1.384 8.154 0.08
C 7.093 1.529 4.134 -0.08
C 7.438 2.502 5.246 -0.32
O 6.291 3.250 5.641 -0.08
H 6.697 2.063 3.269 0.08
H 7.970 0.959 3.824 0.07
H 6.319 0.829 4.462 0.07
H 8.193 3.212 4.910 0.11
H 7.829 1.970 6.120 0.10
H 5.626 2.625 5.949 0.08
C 10.818 1.125 5.041 -0.10
C 11.052 1.883 6.335 -0.32
O 11.553 1.020 7.353 -0.08
H 10.112 0.308 5.199 0.07
H 10.425 1.784 4.265 0.07
H 11.749 0.680 4.681 0.07
H 10.121 2.309 6.704 0.10
H 11.765 2.700 6.179 0.11
H 12.385 0.649 7.038 0.08
C -4.795 0.917 -2.251 -0.09
C -3.388 0.765 -1.701 -0.32
O -3.360 -0.140 -0.602 -0.09
H -5.470 1.275 -1.472 0.08
H -4.815 1.620 -3.085 0.06
H -5.183 -0.044 -2.596 0.08
H -3.016 1.724 -1.339 0.11
H -2.707 0.401 -2.479 0.11
H -3.677 -0.993 -0.922 0.09
C -10.147 4.005 -4.213 -0.09
C -10.270 3.859 -5.717 -0.31
O -10.035 2.511 -6.122 -0.09
H -9.155 3.696 -3.881 0.08
H -10.315 5.038 -3.904 0.07
H -10.872 3.366 -3.702 0.07
H -9.533 4.481 -6.223 0.11
H -11.266 4.164 -6.054 0.11
H -10.690 1.954 -5.687 0.09
```

Computed properties:
LUMO (eV): -0.9
SMILES: CCCCCCCCC1=C(Cl)C(=O)C=C(P(C)CC)C1=O.CCO.CCO.CCO.CCO.CCO.CCO.CCO.CCO.CCO.CCO.CCO
Frontier orbital gap (eV): 7.32
Highest occupied orbital energy (eV): -8.184



# 3
C6H12N2 in the gas phase. Source: the OMol25 dataset; level of theory: ωB97M-V/def2-TZVPD.

```
20
Properties=species:S:1:pos:R:3:nbo_charge:R:1
C 1.085 1.742 2.083 -0.43
C 0.773 1.106 0.972 -0.18
C -0.285 0.186 0.815 -0.28
C 0.158 -1.074 0.140 -0.21
C -0.847 -0.235 -0.718 -0.04
C -0.262 -2.389 0.637 -0.62
N -0.958 1.461 -2.364 -0.65
N -0.233 0.358 -1.831 -0.51
H 2.054 2.208 2.029 0.19
H 0.703 1.522 3.124 0.20
H 1.509 1.325 0.086 0.21
H -1.103 0.170 1.599 0.23
H 1.171 -0.934 -0.361 0.22
H -1.743 -0.691 -0.777 0.18
H -0.077 -3.122 -0.088 0.21
H -1.402 -2.406 0.786 0.21
H 0.413 -2.812 1.383 0.22
H -0.723 2.359 -1.830 0.34
H -0.350 1.581 -3.202 0.34
H 0.116 -0.356 -2.483 0.36
```

Computed properties:
LUMO (eV): 1.1
SMILES: C=C[C@@H]1[C@@H](C)[C@@H]1NN
Frontier orbital gap (eV): 8.92
Highest occupied orbital energy (eV): -7.839



# 4
4 unconnected molecules or ions with the total composition C16H20F12O8. Source: the OMol25 dataset; level of theory: ωB97M-V/def2-TZVPD.

```
56
Properties=species:S:1:pos:R:3:nbo_charge:R:1
C 2.006 3.446 -17.267 -0.64
C 1.337 3.586 -15.928 -0.08
O 2.394 3.484 -14.930 -0.49
C 2.155 3.344 -13.612 0.69
O 1.006 3.374 -13.097 -0.56
C 3.368 3.344 -12.646 0.91
F 4.403 3.838 -13.221 -0.29
F 3.207 3.929 -11.461 -0.29
F 3.648 2.032 -12.382 -0.33
H 2.961 3.961 -17.368 0.22
H 1.399 3.737 -18.125 0.23
H 2.300 2.407 -17.419 0.22
H 0.553 2.829 -15.914 0.20
H 0.712 4.438 -15.656 0.20
C 9.472 5.557 -16.802 -0.63
C 9.673 6.657 -15.714 -0.08
O 9.752 7.936 -16.325 -0.47
C 10.119 8.963 -15.549 0.68
O 10.219 8.878 -14.327 -0.54
C 10.432 10.253 -16.298 0.90
F 11.616 10.819 -15.927 -0.30
F 10.332 10.035 -17.628 -0.31
F 9.509 11.139 -16.009 -0.30
H 9.399 4.575 -16.335 0.22
H 10.194 5.563 -17.618 0.22
H 8.551 5.693 -17.370 0.21
H 10.614 6.310 -15.286 0.19
H 8.898 6.571 -14.953 0.20
C -0.345 -2.924 -14.476 -0.62
C -0.451 -4.026 -13.384 -0.08
O -1.474 -3.652 -12.474 -0.48
C -1.470 -4.266 -11.285 0.70
O -0.612 -5.007 -10.898 -0.54
C -2.671 -3.849 -10.315 0.91
F -2.291 -2.938 -9.407 -0.31
F -3.628 -3.294 -11.132 -0.32
F -3.217 -4.832 -9.561 -0.30
H -0.063 -1.981 -14.008 0.21
H -1.318 -2.876 -14.964 0.21
H 0.431 -3.221 -15.181 0.22
H 0.532 -4.247 -12.968 0.21
H -0.821 -4.891 -13.935 0.18
C 2.452 0.308 -4.277 -0.66
C 3.740 -0.509 -4.490 -0.09
O 3.504 -1.887 -4.573 -0.48
C 3.455 -2.620 -3.389 0.68
O 3.536 -2.126 -2.283 -0.52
C 3.445 -4.100 -3.615 0.90
F 4.347 -4.747 -2.875 -0.29
F 2.242 -4.507 -3.275 -0.30
F 3.624 -4.362 -4.924 -0.30
H 1.741 0.049 -3.493 0.23
H 2.008 0.408 -5.268 0.21
H 2.505 1.384 -4.111 0.23
H 4.420 -0.148 -3.719 0.19
H 4.308 -0.226 -5.377 0.20
```

Computed properties:
LUMO (eV): 0.3
SMILES: CCOC(=O)C(F)(F)F.CCOC(=O)C(F)(F)F.CCOC(=O)C(F)(F)F.CCOC(=O)C(F)(F)F
Frontier orbital gap (eV): 11.65
Highest occupied orbital energy (eV): -11.343



# 5
A molecular structure, C14H26N4OP2Tm. Source: the OMol25 dataset; level of theory: ωB97M-V/def2-TZVPD.

```
48
Properties=species:S:1:pos:R:3:lowdin_spin:R:1
Tm -0.678 -0.354 0.019 2.01
P -1.095 -0.675 2.806 0.00
P -2.275 -0.310 -2.445 0.04
N 1.289 -0.615 0.935 0.03
N 0.750 -0.223 -1.749 0.36
H 3.243 -0.715 0.417 0.00
H 2.704 0.603 -1.839 0.01
H 2.651 0.996 0.351 0.00
C 2.371 -0.077 0.182 0.00
H 2.657 -1.161 -1.672 0.02
C 2.152 -0.229 -1.355 0.04
H 2.487 -0.701 2.698 0.00
H 1.272 -0.284 -3.777 0.00
C 1.741 -1.329 2.188 0.00
C 0.442 -0.286 -3.052 0.01
H 0.802 -0.894 4.128 0.00
C 0.546 -1.436 3.197 0.00
H 0.376 -2.478 3.464 0.00
H -2.901 -1.502 -2.912 0.02
H -3.027 0.629 -3.170 0.01
H -1.985 -1.731 3.248 0.00
H -1.246 0.126 3.942 0.00
O -1.620 -2.393 -0.083 0.00
C -1.098 -3.561 -0.222 0.00
C -0.718 -4.390 0.984 0.00
C -0.269 -3.852 -1.431 0.00
H 2.285 -2.305 2.044 0.00
H -0.470 -3.706 1.813 0.00
H -1.407 -5.108 1.427 0.00
H 0.156 -5.004 0.748 0.00
H 0.030 -2.909 -1.914 0.00
H 0.622 -4.420 -1.135 0.00
H -0.725 -4.470 -2.203 0.00
C -0.860 -0.361 -3.556 0.41
H -0.963 -0.432 -4.640 0.02
N -0.384 6.333 0.253 0.00
C -0.486 4.981 0.217 0.00
C -0.722 4.305 -1.013 0.00
C -0.851 2.912 -0.987 0.00
N -0.777 2.144 0.144 0.00
C -0.520 2.820 1.305 0.00
C -0.364 4.205 1.408 0.00
H -0.487 6.892 -0.589 0.00
H -0.228 6.828 1.130 0.00
H -0.801 4.874 -1.957 0.00
H -1.027 2.371 -1.920 0.00
H -0.436 2.198 2.202 0.00
H -0.155 4.698 2.371 0.00
```

Computed properties:
LUMO (alpha / beta) (eV): -6.5 / -8.3
Net charge: +2
Spin multiplicity: 4
Frontier orbital gap (alpha / beta) (eV): 7.24 / 5.31
Highest occupied orbital energy (alpha / beta) (eV): -13.762 / -13.640
Expectation value of S²: 3.78



# 6
C3H4N2O in the gas phase. Source: the OMol25 dataset; level of theory: ωB97M-V/def2-TZVPD.

```
10
Properties=species:S:1:pos:R:3:nbo_charge:R:1
O 0.391 -1.583 1.640 -0.37
C 0.643 -0.950 0.722 0.92
C 1.226 -0.021 -0.225 -0.40
N 0.393 1.103 0.165 -0.59
C -0.890 0.818 -0.106 0.25
N -1.284 -0.359 -0.514 -0.84
H 2.266 0.210 0.033 0.26
H 1.147 -0.472 -1.232 0.25
H -1.591 1.637 0.091 0.17
H -2.301 -0.382 -0.574 0.36
```

Computed properties:
LUMO (eV): 0.4
Frontier orbital gap (eV): 8.96
Highest occupied orbital energy (eV): -8.513



# 7
A molecular structure, H3O4SSi. Source: the OMol25 dataset; level of theory: ωB97M-V/def2-TZVPD.

```
9
Properties=species:S:1:pos:R:3:nbo_charge:R:1
O -0.061 0.849 0.466 -1.01
O -1.775 1.477 -1.014 -0.98
O 0.476 1.159 -1.965 -0.96
O 1.350 -0.217 2.343 -1.31
Si 0.603 -0.630 1.077 1.64
S -0.512 0.821 -0.964 2.26
H -0.833 -1.513 1.032 -0.33
H -0.784 -0.576 -1.160 -0.05
H 1.536 -1.370 0.186 -0.28
```

Computed properties:
LUMO (eV): 3.5
Net charge: -1
Frontier orbital gap (eV): 8.50
Highest occupied orbital energy (eV): -4.952



# 8
A molecular structure, C19H28NO5V. Source: the OMol25 dataset; level of theory: ωB97M-V/def2-TZVPD.

```
54
Properties=species:S:1:pos:R:3:lowdin_spin:R:1
O 0.365 0.265 -4.321 0.00
C 0.309 1.593 -4.949 0.00
C 0.119 1.022 -6.359 0.00
H 1.252 2.142 -4.815 0.00
H -0.545 2.169 -4.568 0.00
C 0.266 -0.352 -5.635 0.00
H 0.925 1.245 -7.061 0.00
H -0.872 1.184 -6.784 0.00
C 1.550 -1.044 -6.045 0.00
H 2.389 -0.341 -6.022 0.00
H 1.462 -1.415 -7.072 0.00
H 1.754 -1.899 -5.394 0.00
C -0.943 -1.252 -5.775 0.00
H -1.866 -0.731 -5.504 0.00
H -0.825 -2.147 -5.157 0.00
H -1.034 -1.580 -6.816 0.00
V -0.073 -0.111 3.258 0.00
C -1.918 -0.572 4.366 0.00
C -1.734 0.884 4.495 0.00
C -1.992 1.449 3.175 0.00
H -1.804 1.416 5.434 0.00
C -2.238 0.387 2.270 0.00
C -2.176 -0.859 2.991 0.00
H -2.362 -1.841 2.563 0.00
H -1.916 -1.258 5.212 0.00
H -2.010 2.513 2.988 0.00
H -2.558 0.499 1.238 0.00
C 1.126 -1.586 4.673 0.01
C 0.265 -2.376 3.856 0.00
C 0.650 -2.190 2.481 0.00
H -0.490 -3.063 4.226 0.00
C 1.783 -1.294 2.465 0.00
C 2.059 -0.909 3.816 0.00
H 2.869 -0.266 4.163 0.00
H 1.151 -1.583 5.759 0.01
H 0.230 -2.714 1.629 0.00
H 2.375 -1.033 1.599 0.00
O 0.369 0.541 0.903 0.00
C 0.035 -0.241 -0.269 0.00
C -0.203 0.746 -1.393 0.00
H -0.834 -0.878 -0.049 0.00
H 0.885 -0.903 -0.495 0.00
C 0.654 1.951 -1.015 0.00
H -1.259 1.045 -1.403 0.00
H 0.049 0.322 -2.363 0.00
C 0.630 1.923 0.500 0.00
H 0.266 2.887 -1.412 0.00
H 1.671 1.802 -1.384 0.00
H -0.199 2.532 0.892 0.00
H 1.561 2.258 0.980 0.00
O -0.804 -0.246 7.230 0.27
N 0.382 -0.013 6.988 0.38
O 1.056 0.913 7.422 0.32
O 0.200 1.010 4.489 0.01
```

Computed properties:
LUMO (alpha / beta) (eV): -4.3 / -5.1
Net charge: +1
Spin multiplicity: 2
Frontier orbital gap (alpha / beta) (eV): 6.72 / 5.93
Highest occupied orbital energy (alpha / beta) (eV): -11.004 / -11.004
Expectation value of S²: 0.75



# 9
A gas-phase ion, C4H9N2O (charge +1). Source: the OMol25 dataset; level of theory: ωB97M-V/def2-TZVPD.

```
16
Properties=species:S:1:pos:R:3:nbo_charge:R:1
C -0.668 0.642 -0.041 0.58
C 0.729 1.215 0.261 -0.33
C 1.932 -0.895 -0.041 0.16
C -1.859 -1.405 0.013 -0.45
N 1.661 0.330 -0.296 -0.40
N -0.668 -0.585 -0.120 -0.48
O -1.589 1.510 -0.229 -0.67
H 0.949 2.193 -0.143 0.23
H 1.101 1.500 1.320 0.26
H 2.560 -1.567 -0.628 0.24
H 1.757 -1.224 0.963 0.22
H -1.642 -2.066 -0.860 0.22
H -2.779 -0.942 -0.294 0.21
H -1.930 -1.981 0.942 0.23
H 2.076 0.810 -1.054 0.43
H -1.631 2.466 0.208 0.54
```

Computed properties:
LUMO (eV): -4.8
Net charge: +1
SMILES: C=[NH+]C/C(O)=N/C
Frontier orbital gap (eV): 9.27
Highest occupied orbital energy (eV): -14.088



# 10
2 unconnected molecules or ions with the total composition C2H6N4S. Source: the OMol25 dataset; level of theory: ωB97M-V/def2-TZVPD.

```
13
Properties=species:S:1:pos:R:3:nbo_charge:R:1
C 0.109 0.058 -1.000 -0.01
C -0.265 -0.764 0.264 0.48
H 0.628 3.229 0.452 0.27
H -0.329 0.885 0.996 0.46
H 0.373 1.901 -1.706 0.40
H -0.287 -2.575 1.032 0.38
H 0.364 -2.630 -0.656 0.43
H -0.645 -0.784 2.315 0.41
N -0.405 2.322 0.095 -0.73
N 0.476 1.430 -0.823 -0.44
N 0.187 -2.161 0.157 -0.78
N -0.716 -0.206 1.329 -0.73
S 0.510 -0.706 -2.454 -0.15
```

Computed properties:
LUMO (eV): -1.0
Frontier orbital gap (eV): 6.72
Highest occupied orbital energy (eV): -7.720



# 11
C6H9NO2 in the gas phase. Source: the OMol25 dataset; level of theory: ωB97M-V/def2-TZVPD.

```
18
Properties=species:S:1:pos:R:3:nbo_charge:R:1
C 1.005 1.171 -0.749 -0.63
C 1.272 -1.263 -0.138 -0.67
C -1.036 -0.360 -0.557 0.18
C -1.839 0.510 0.269 0.44
C 0.316 -0.093 -0.248 0.04
C -0.666 0.950 1.318 0.01
O -1.529 -1.388 -1.291 -0.63
N -0.558 0.272 2.424 -0.59
O -3.013 0.755 0.384 -0.50
H -0.905 -1.611 -1.999 0.49
H -0.767 -0.719 2.255 0.32
H -0.431 2.018 1.349 0.19
H 1.674 -1.540 -1.117 0.22
H 1.783 1.495 -0.055 0.22
H 1.487 0.955 -1.710 0.23
H 0.302 1.991 -0.906 0.23
H 2.120 -0.994 0.496 0.24
H 0.784 -2.149 0.274 0.23
```

Computed properties:
LUMO (alpha / beta) (eV): -0.9 / -0.9
SMILES: [H]/N=C\C(=O)C(O)=C(C)C
Frontier orbital gap (alpha / beta) (eV): 7.42 / 7.34
Highest occupied orbital energy (alpha / beta) (eV): -8.324 / -8.283



# 12
C5H6N2O in the gas phase. Source: the OMol25 dataset; level of theory: ωB97M-V/def2-TZVPD.

```
14
Properties=species:S:1:pos:R:3:nbo_charge:R:1
C -2.321 -0.896 -0.005 -0.63
C -1.359 0.323 -0.012 0.54
C 0.058 0.148 -0.055 0.14
C 2.133 0.631 0.023 -0.01
C 2.057 -0.692 0.017 -0.13
H -3.104 -0.428 -0.175 0.21
H -2.052 -1.550 1.048 0.24
H -2.028 -1.399 -0.817 0.22
H 0.617 2.237 0.136 0.47
H 3.207 1.321 -0.023 0.21
H 2.782 -1.318 -0.184 0.20
N 0.997 1.169 -0.009 -0.49
N 0.742 -1.073 0.033 -0.38
O -1.729 1.528 0.022 -0.59
```

Computed properties:
LUMO (eV): 0.2
SMILES: CC(=O)c1ncc[nH]1
Frontier orbital gap (eV): 9.24
Highest occupied orbital energy (eV): -9.047